The following is a quantum chemistry calculation of the ion C2H2O4P with charge -1 in a non-equilibrium geometry, from OMol25.

## Properties
Structure (SMILES): O=[P@@H](O)C1=C([O-])O1
Orbital gap: 8.6 eV
Relative energy (zero: lowest compared OMol25 entry of this formula, charge and spin): 382.18 kJ/mol
Net charge: -1
LUMO: 4.0 eV

Each line ends with the Löwdin charge.
Geometry (Å):
1 O -2.227 -0.837 -0.757  -0.45
2 P -0.740 -0.910 -0.414  0.53
3 O -0.197 0.444 0.417  -0.21
4 C -0.108 -2.285 0.531  -0.17
5 C 1.364 -2.553 -0.120  -0.55
6 O 2.295 -3.070 -0.794  -0.01
7 O 1.387 -1.840 0.995  -0.12
8 H 0.026 -0.800 -1.638  0.04
9 H 0.460 -0.092 0.788  -0.05

The following is a quantum chemistry calculation of an isolated molecule of C6H12N2 in a non-equilibrium geometry, from OMol25.

## Properties
Structure (SMILES): C=C/C(C)=N/N(C)C
Orbital gap: 8.3 eV
Relative energy (zero: lowest compared OMol25 entry of this formula, charge and spin): 270.48 kJ/mol
LUMO: 0.8 eV

Each line ends with the Löwdin charge.
Geometry (Å):
1 C -2.034 1.485 -1.170  0.01
2 C -1.943 1.043 0.063  -0.12
3 C -0.889 0.051 0.464  -0.35
4 C -1.019 -0.734 1.701  -0.06
5 N -0.003 -0.140 -0.458  0.06
6 N 1.239 -0.665 -0.128  -0.29
7 C 2.028 0.250 0.739  -0.06
8 C 1.933 -1.063 -1.347  -0.11
9 H -1.303 1.188 -1.909  0.06
10 H -2.806 2.084 -1.517  0.03
11 H -2.636 1.352 0.826  0.09
12 H -1.906 -1.460 1.702  0.11
13 H -1.195 -0.113 2.577  0.07
14 H -0.163 -1.356 1.970  0.07
15 H 1.435 0.365 1.635  0.06
16 H 2.253 1.213 0.214  0.10
17 H 2.912 -0.272 0.971  0.06
18 H 1.188 -1.596 -1.918  0.06
19 H 2.837 -1.770 -1.224  0.10
20 H 2.277 -0.197 -1.915  0.07

The following is a quantum chemistry calculation of a structure of composition C14H14FeN2O4 in a non-equilibrium geometry, from OMol25.

## Properties
Multiplicity: 5
Orbital gap (alpha / beta): 6.8 / 8.1 eV
Relative energy (zero: lowest compared OMol25 entry of this formula, charge and spin): 118.23 kJ/mol
LUMO (alpha / beta): 0.2 / -0.8 eV
⟨S²⟩: 6.12

Each line ends with the Löwdin charge.
Geometry (Å):
1 C -3.214 -0.257 1.707  -0.10
2 C -1.805 -0.587 1.887  -0.26
3 C -0.696 -0.120 2.662  -0.13
4 Fe 0.673 -0.325 1.106  0.44
5 C 0.074 1.512 0.976  -0.34
6 O 0.695 2.548 1.112  0.07
7 C -0.585 -0.788 -0.462  -0.11
8 O -1.333 -1.488 -1.016  0.14
9 C 2.357 -0.213 2.049  -0.16
10 C 2.474 0.187 0.659  -0.16
11 C 2.033 -0.915 -0.160  -0.17
12 C 1.642 -2.004 0.723  -0.15
13 C 1.848 -1.569 2.076  -0.16
14 H -3.777 -0.392 2.637  0.09
15 H -3.413 0.735 1.300  0.05
16 H -3.628 -0.989 1.001  0.09
17 H -1.662 -1.669 1.660  0.11
18 H -0.611 0.911 3.112  0.09
19 H -0.288 -0.863 3.388  0.09
20 H 2.680 0.369 2.903  0.13
21 H 2.924 1.112 0.298  0.13
22 H 2.075 -0.951 -1.245  0.13
23 H 1.296 -2.992 0.422  0.13
24 H 1.690 -2.179 2.967  0.13
25 N -1.361 1.652 0.458  0.01
26 C -1.236 1.651 -0.920  -0.42
27 O -0.484 0.818 -1.506  0.02
28 N -1.894 2.587 -1.610  0.23
29 C -2.589 3.704 -1.100  -0.42
30 O -2.986 4.554 -1.881  0.08
31 C -2.712 3.641 0.340  0.04
32 C -2.147 2.652 1.052  -0.05
33 H -1.727 2.604 -2.614  0.18
34 H -3.272 4.438 0.817  0.12
35 H -2.219 2.603 2.133  0.14

The following is a quantum chemistry calculation of a structure of composition C30H54AlBrCl5CsF4ILiN3O12 in a non-equilibrium geometry, from OMol25.

## Properties
Orbital gap: 1.8 eV
Net charge: +1
LUMO: -4.5 eV

Each line ends with the Löwdin charge.
Geometry (Å):
1 C -3.310 -4.648 1.590  -0.10
2 C -2.241 -3.383 1.447  -0.33
3 O -2.692 -2.419 0.431  -0.08
4 C -0.750 -4.040 1.143  -0.15
5 N 0.369 -3.434 1.956  -0.12
6 C 0.416 -3.799 3.449  -0.41
7 Br -0.972 -4.986 4.348  0.73
8 C 1.593 -3.225 4.487  -0.42
9 Cl 1.540 -3.705 6.309  0.54
10 C 2.769 -2.238 3.913  0.03
11 C 3.975 -1.662 4.884  -0.25
12 O 4.186 -0.352 5.144  -0.01
13 O 4.945 -2.601 5.514  0.00
14 C 2.684 -1.858 2.286  -0.05
15 C 3.869 -0.863 1.729  -0.19
16 C 5.353 -1.585 1.608  -0.08
17 C 5.463 -2.708 0.418  -0.25
18 O 4.616 -3.748 0.357  -0.04
19 O 6.540 -2.656 -0.617  -0.03
20 C 1.449 -2.485 1.393  -0.40
21 I 1.417 -1.841 -0.744  0.94
22 H -2.945 -5.630 1.061  0.12
23 H -4.374 -4.404 1.162  0.00
24 H -3.471 -4.931 2.736  0.08
25 H -2.213 -2.864 2.498  0.14
26 H -3.698 -2.515 0.279  0.11
27 H -0.839 -5.197 1.424  0.13
28 H -0.609 -4.009 -0.017  0.12
29 H 4.694 -3.536 5.238  0.12
30 H 3.610 -0.293 0.740  0.05
31 H 4.000 -0.019 2.562  0.13
32 H 5.733 -2.050 2.625  0.13
33 H 6.126 -0.722 1.326  0.13
34 H 7.212 -3.384 -0.465  0.13
35 C 1.887 1.521 6.574  -0.15
36 C 0.718 2.299 5.944  -0.59
37 O 0.011 1.429 5.241  -0.25
38 H 2.537 1.069 5.814  0.04
39 H 2.507 2.202 7.170  -0.04
40 H 1.537 0.727 7.245  0.06
41 H 1.187 3.143 5.414  0.08
42 H 0.229 2.815 6.784  0.06
43 C 3.860 4.905 9.302  -1.98
44 Cl 2.436 4.303 8.416  0.60
45 Cl 5.101 3.629 9.367  0.27
46 Cl 4.520 6.334 8.467  0.58
47 Cl 3.382 5.354 10.959  0.55
48 C -6.276 -0.291 -1.438  -0.10
49 C -5.498 -0.934 -2.567  -0.34
50 O -6.020 -2.226 -2.841  -0.08
51 H -6.223 -0.906 -0.534  0.05
52 H -5.884 0.705 -1.211  0.07
53 H -7.336 -0.201 -1.700  0.07
54 H -4.445 -1.042 -2.293  0.10
55 H -5.558 -0.330 -3.478  0.10
56 H -6.953 -2.118 -3.092  0.09
57 O -3.157 -1.121 -4.943  -0.60
58 H -3.779 -1.798 -4.746  -0.22
59 Cs 3.802 1.496 10.477  0.95
60 C 12.773 0.921 9.127  -0.05
61 O 11.411 0.785 9.526  -0.01
62 C 10.522 0.835 8.501  -0.56
63 O 10.796 0.981 7.320  0.11
64 O 9.276 0.693 9.019  -0.01
65 C 8.231 0.726 8.048  -0.05
66 H 13.395 0.867 10.025  0.10
67 H 13.064 0.105 8.458  0.10
68 H 12.941 1.893 8.651  0.10
69 H 8.339 -0.098 7.336  0.10
70 H 8.216 1.690 7.529  0.10
71 H 7.279 0.604 8.573  0.08
72 F -6.878 -6.937 -1.779  -0.25
73 Al -6.869 -6.263 -0.109  0.13
74 F -8.121 -7.097 0.882  -0.26
75 F -7.231 -4.499 -0.171  -0.26
76 F -5.248 -6.518 0.633  -0.25
77 C 6.193 2.478 -0.590  -0.07
78 C 4.910 2.181 0.168  -0.17
79 N 3.845 1.934 0.796  0.11
80 H 6.226 1.892 -1.512  0.08
81 H 6.240 3.541 -0.842  0.08
82 H 7.059 2.220 0.027  0.08
83 Li -5.475 -3.701 1.787  0.81
84 C -5.659 0.520 -7.270  -0.06
85 C -5.026 1.899 -7.140  -0.15
86 N -3.960 2.213 -8.217  -0.23
87 C -2.839 1.148 -8.107  0.02
88 C -3.258 3.553 -7.893  -0.16
89 C -4.125 4.797 -7.951  -0.07
90 C -4.490 2.133 -9.680  -0.05
91 C -5.744 2.964 -10.024  -0.19
92 O -6.871 2.557 -9.253  -0.21
93 C -7.858 3.578 -9.138  -0.08
94 H -4.939 -0.281 -7.079  0.07
95 H -6.452 0.415 -6.522  0.09
96 H -6.112 0.348 -8.248  0.07
97 H -4.521 1.973 -6.169  0.14
98 H -5.784 2.682 -7.166  0.10
99 H -2.485 1.121 -7.074  0.11
100 H -2.028 1.432 -8.784  0.10
101 H -3.237 0.173 -8.404  0.10
102 H -2.419 3.658 -8.590  0.13
103 H -2.848 3.449 -6.881  0.13
104 H -4.196 5.177 -8.973  0.07
105 H -3.648 5.598 -7.374  0.09
106 H -5.128 4.659 -7.544  0.07
107 H -4.709 1.076 -9.869  0.13
108 H -3.661 2.432 -10.327  0.14
109 H -5.992 2.788 -11.077  0.14
110 H -5.561 4.032 -9.923  0.09
111 H -7.822 4.290 -9.968  0.09
112 H -7.703 4.106 -8.192  0.09
113 H -8.843 3.106 -9.113  0.10

The following is a quantum chemistry calculation of a structure of composition C36H32AsClCoP in a non-equilibrium geometry, from OMol25.

## Properties
Multiplicity: 5
Orbital gap (alpha / beta): 8.3 / 4.9 eV
Relative energy (zero: lowest compared OMol25 entry of this formula, charge and spin): 0.00 kJ/mol
Net charge: +2
LUMO (alpha / beta): -5.9 / -9.5 eV
⟨S²⟩: 6.02

Each line ends with the Löwdin charge.
Geometry (Å):
1 Co -0.925 0.442 -1.002  0.10
2 Cl -2.931 1.160 -0.685  0.30
3 P -0.920 -1.585 -0.437  0.98
4 C 0.644 -2.179 0.292  -0.37
5 C 1.472 -3.096 -0.364  -0.06
6 C 2.667 -3.515 0.234  -0.04
7 C 3.092 -2.944 1.441  -0.04
8 C 2.298 -1.978 2.071  -0.06
9 C 1.066 -1.622 1.520  -0.14
10 C -2.197 -2.278 0.683  -0.34
11 C -3.546 -1.970 0.445  -0.11
12 C -4.544 -2.450 1.296  -0.05
13 C -4.207 -3.259 2.389  -0.04
14 C -2.866 -3.588 2.617  -0.05
15 C -1.868 -3.105 1.766  -0.07
16 C -1.211 -2.482 -1.995  -0.35
17 C -1.551 -1.777 -3.162  -0.10
18 C -1.822 -2.489 -4.339  -0.05
19 C -1.795 -3.889 -4.342  -0.04
20 C -1.498 -4.588 -3.165  -0.03
21 C -1.214 -3.885 -1.989  -0.08
22 H -3.825 -1.329 -0.392  0.06
23 H -5.589 -2.189 1.110  0.12
24 H -4.983 -3.627 3.064  0.12
25 H -2.587 -4.219 3.461  0.12
26 H -0.832 -3.383 1.949  0.10
27 H 1.182 -3.496 -1.336  0.10
28 H 3.271 -4.285 -0.248  0.12
29 H 4.040 -3.247 1.889  0.12
30 H 2.642 -1.505 2.997  0.12
31 H 0.442 -0.890 2.044  0.08
32 H -1.628 -0.678 -3.145  0.07
33 H -2.065 -1.950 -5.258  0.12
34 H -2.017 -4.437 -5.260  0.12
35 H -1.484 -5.678 -3.153  0.12
36 H -0.997 -4.429 -1.067  0.12
37 H 5.195 -3.796 -3.739  0.00
38 H 4.774 -3.852 -4.357  0.00
39 C -1.503 3.377 4.114  -0.04
40 C -1.716 2.038 3.754  -0.05
41 C -1.109 1.512 2.608  -0.12
42 C -0.280 2.337 1.839  -0.35
43 C -0.009 3.652 2.218  -0.10
44 C -0.646 4.182 3.347  -0.04
45 As 0.626 1.566 0.243  1.37
46 C 0.109 2.595 -1.390  -0.40
47 C -0.091 1.878 -2.611  -0.19
48 C -0.629 2.551 -3.728  -0.03
49 C -0.937 3.913 -3.634  -0.02
50 C -0.726 4.610 -2.431  -0.01
51 C -0.223 3.949 -1.301  -0.07
52 C 2.435 2.306 0.649  -0.34
53 C 3.039 3.286 -0.150  -0.09
54 C 4.188 3.944 0.323  -0.05
55 C 4.764 3.588 1.548  -0.04
56 C 4.190 2.556 2.303  -0.05
57 C 3.034 1.908 1.851  -0.10
58 H -1.988 3.794 4.996  0.12
59 H -2.358 1.401 4.364  0.12
60 H -1.279 0.472 2.322  0.08
61 H 0.716 4.251 1.659  0.10
62 H -0.457 5.220 3.624  0.12
63 H 0.188 0.802 -2.685  0.10
64 H -0.796 1.999 -4.652  0.13
65 H -1.333 4.448 -4.502  0.13
66 H -0.946 5.679 -2.376  0.13
67 H -0.066 4.492 -0.363  0.11
68 H 2.607 3.544 -1.119  0.10
69 H 4.634 4.746 -0.268  0.12
70 H 5.657 4.105 1.917  0.13
71 H 4.638 2.259 3.251  0.12
72 H 2.582 1.109 2.445  0.10